No. 1
Molecular formula: C4H14N3O
Method: DFT, wB97M-V/def2-TZVPD

Geometry (Å):
C (-1.432, -2.708, -1.256)
O (-0.773, -1.523, -1.189)
H (-1.288, -0.826, -1.755)
H (-1.514, -2.835, -2.362)
H (-2.480, -2.622, -0.770)
H (-0.943, -3.411, -0.472)
C (-0.667, 1.179, 1.373)
C (-0.701, -0.320, 1.723)
C (1.456, 1.316, -0.106)
N (0.621, 1.768, 0.878)
N (2.412, 2.012, -0.753)
N (1.097, 0.165, -0.880)
H (-1.463, 1.662, 0.905)
H (-0.616, 1.677, 2.356)
H (-1.106, -0.839, 0.826)
H (-1.374, -0.397, 2.584)
H (0.552, 2.770, 1.009)
H (2.848, 2.609, -0.231)
H (3.025, 1.592, -1.468)
H (0.392, -0.449, -0.766)
H (1.708, -0.162, -1.647)
H (0.248, -0.656, 2.000)

Computed properties:
2S+1: 1
Energy above the lowest of the compared OMol25 structures with the same formula, charge and spin, eV: 3.312
Charge: +1
Frontier orbital gap, Ha: 0.3967
Largest force on an atom, eV/A: 6.84

No. 2
Molecular formula: C4H14N4
Method: DFT, wB97M-V/def2-TZVPD

Geometry (Å):
C (-1.368, -2.240, -2.212)
C (-0.637, -1.815, 0.117)
C (1.615, 2.403, 1.586)
C (-0.742, 1.971, 0.895)
N (2.092, 0.166, 0.028)
N (-0.689, -1.382, -1.223)
N (0.647, 1.601, 0.767)
N (0.885, 0.516, 0.033)
H (-1.116, -3.400, -2.147)
H (-2.502, -2.186, -2.070)
H (-1.145, -2.034, -3.304)
H (-0.263, -2.876, 0.238)
H (0.155, -1.195, 0.650)
H (-1.624, -1.606, 0.508)
H (2.329, 1.707, 1.907)
H (2.129, 3.137, 1.050)
H (1.091, 2.794, 2.389)
H (-1.382, 0.991, 0.704)
H (-0.754, 2.118, 1.902)
H (-0.908, 2.879, 0.294)
H (2.217, -0.672, -0.556)
H (-0.032, -0.877, -1.555)

Computed properties:
SMILES string: [H]/N=N/N(C)C.CNC
2S+1: 1
Energy above the lowest of the compared OMol25 structures with the same formula, charge and spin, eV: 4.560
Frontier orbital gap, Ha: 0.3320
Largest force on an atom, eV/A: 7.54

No. 3
Molecular formula: C4H14N4
Method: DFT, wB97M-V/def2-TZVPD

Geometry (Å):
C (-2.079, -2.022, 0.172)
N (-1.221, -0.984, -0.402)
C (-0.078, 1.401, 0.338)
N (-0.426, -1.466, -1.504)
N (-0.078, 1.803, -0.964)
N (-1.001, 1.835, 1.126)
H (-1.022, -1.752, -2.286)
H (0.095, -2.302, -1.228)
H (0.202, 1.102, -1.641)
H (-0.915, 2.331, -1.182)
H (-0.918, 1.417, 2.056)
H (-1.456, -2.786, 0.649)
H (-2.662, -1.593, 0.991)
H (-2.741, -2.480, -0.568)
C (1.298, 0.783, 0.994)
C (2.520, 1.059, 0.138)
H (3.418, 0.626, 0.590)
H (1.432, 1.217, 1.991)
H (1.215, -0.297, 1.175)
H (-0.662, -0.640, 0.407)
H (2.657, 2.137, 0.007)
H (2.423, 0.610, -0.856)

Computed properties:
SMILES string: [H]/N=C(/N)CC.CNN
2S+1: 1
Energy above the lowest of the compared OMol25 structures with the same formula, charge and spin, eV: 2.009
Frontier orbital gap, Ha: 0.3525
Largest force on an atom, eV/A: 3.31

No. 4
Molecular formula: C4H14N4
Method: DFT, wB97M-V/def2-TZVPD

Geometry (Å):
C (0.509, 0.371, -1.668)
C (0.102, 1.763, -1.465)
C (1.715, -0.070, -0.967)
C (-1.040, -0.873, 3.621)
N (-0.165, -0.251, -2.596)
N (-0.930, 0.365, 1.627)
N (-0.046, -1.618, -2.987)
N (-0.415, -0.128, 2.648)
H (-0.404, 1.813, -0.528)
H (-0.659, 1.921, -2.231)
H (0.889, 2.526, -1.566)
H (1.988, 0.383, -0.025)
H (2.520, 0.139, -1.668)
H (1.592, -1.100, -0.886)
H (-0.353, -1.811, 3.738)
H (-0.948, -0.401, 4.697)
H (-2.062, -1.320, 3.323)
H (-0.869, 0.264, -3.087)
H (-1.904, 0.261, 1.551)
H (-0.724, -1.848, -3.737)
H (1.002, -1.731, -3.175)
H (0.547, 0.179, 2.822)

Computed properties:
2S+1: 1
Energy above the lowest of the compared OMol25 structures with the same formula, charge and spin, eV: 4.521
Charge: +2
Frontier orbital gap, Ha: 0.2832
Largest force on an atom, eV/A: 5.37